ORCA calculation (ωB97M-V/def2-TZVPD) on 3 unconnected molecules or ions with the total composition C5H14O2 at a distorted geometry.

Geometry (Å):
H: -0.491 -1.019 1.918
C: 0.339 1.100 0.644
C: -0.847 -1.845 -0.042
O: 0.881 0.989 -2.403
H: -0.442 -2.512 -0.804
H: 0.068 0.809 -2.879
H: -1.191 -1.004 -0.652
C: 0.994 -0.249 0.577
H: 2.717 -1.474 0.377
H: -0.688 1.020 0.302
H: -1.740 -2.305 0.392
H: 0.751 -2.197 1.380
H: 0.862 1.878 -2.035
C: 0.096 -1.381 1.070
O: -2.854 1.834 -0.104
H: -1.985 2.244 -0.138
C: 2.247 -0.507 0.246
H: -2.877 1.074 0.477
H: 0.404 1.420 1.687
H: 2.958 0.262 -0.040
H: 0.799 1.864 0.025

Kohn-Sham gap in eV: 9.8
Relative energy (zero: lowest compared OMol25 entry of this formula, charge and spin) in kJ/mol: 89.4
Structure (SMILES): C=C(C)CC.O.O
LUMO in eV: 0.60
E in Eh: -349.3418

And the natural (NBO) charges, in e, turn out to be: H 0.20; C -0.65; C -0.61; O -0.94; H 0.22; H 0.48; H 0.20; C 0.04; H 0.19; H 0.20; H 0.20; H 0.21; H 0.47; C -0.43; O -0.94; H 0.48; C -0.40; H 0.48; H 0.22; H 0.19; H 0.20

ORCA calculation (ωB97M-V/def2-TZVPD) on 2 unconnected molecules or ions with the total composition C3H8FN2 at a distorted geometry.

Geometry (Å):
H: 2.851 0.038 0.940
C: -1.790 -0.008 -0.644
N: 0.866 -0.094 0.276
H: 0.668 -0.811 1.053
N: -2.263 -0.279 0.557
H: -3.242 -0.023 0.587
H: 2.370 1.074 -0.496
H: 0.108 -1.441 -1.192
C: 2.085 0.671 0.438
H: -1.766 -0.546 1.391
H: 0.706 0.096 -1.804
H: 1.817 1.422 1.164
C: 0.395 -0.458 -0.900
F: -2.806 0.359 -1.369

Kohn-Sham gap in eV: 10.3
Relative energy (zero: lowest compared OMol25 entry of this formula, charge and spin) in kJ/mol: 316.1
Charge: +1
LUMO in eV: -3.96
E in Eh: -328.1369

And the natural (NBO) charges, in e, turn out to be: H 0.23; C 0.57; N -0.54; H 0.40; N -0.77; H 0.43; H 0.23; H 0.22; C -0.41; H 0.43; H 0.23; H 0.22; C 0.04; F -0.29

ORCA calculation (ωB97M-V/def2-TZVPD) on 2 unconnected molecules or ions with the total composition C8H14F6N3O2 at a distorted geometry.

Geometry (Å):
C: -0.104 -2.726 0.511
F: 2.999 -2.939 1.024
C: 0.994 3.351 2.071
H: -0.654 3.091 3.456
H: -1.387 2.637 -2.704
H: -2.227 -2.684 -0.392
H: -0.134 1.623 2.767
H: -1.638 -0.953 0.064
F: 3.129 -0.656 1.853
C: -0.387 2.657 2.478
C: 2.378 -1.574 0.919
O: 1.906 3.125 3.028
H: -0.613 -3.572 1.141
N: -0.038 0.921 -1.196
F: 0.279 -0.384 1.659
H: 0.443 -1.885 -2.023
H: -1.074 -0.927 -3.740
C: -1.027 0.576 -2.289
O: -1.272 2.811 1.485
N: -1.638 1.646 -2.952
H: 0.849 1.351 -1.580
H: -1.082 -2.933 -2.425
F: 2.439 -1.021 -0.457
C: 0.820 -1.743 1.440
C: -0.739 -1.901 -1.933
F: -2.545 1.470 -3.947
H: 0.745 4.407 1.858
H: 0.638 -3.261 -0.255
N: -1.422 -0.811 -2.745
H: -0.478 1.691 -0.611
C: -1.266 -1.975 -0.365
F: 0.873 -2.392 2.804
H: 1.233 2.984 1.057

Kohn-Sham gap in eV: 2.7
Charge: -1
LUMO in eV: 1.50
E in Eh: -1226.7332

And the natural (NBO) charges, in e, turn out to be: C -0.48; F -0.35; C -0.02; H 0.11; H 0.41; H 0.21; H 0.11; H 0.28; F -0.30; C -0.05; C 0.94; O -0.80; H 0.26; N -0.86; F -0.30; H 0.19; H 0.37; C 0.43; O -0.80; N -0.21; H 0.38; H 0.20; F -0.33; C 0.65; C -0.23; F -0.20; H 0.09; H 0.23; N -0.63; H 0.43; C -0.43; F -0.36; H 0.07

ORCA calculation (ωB97M-V/def2-TZVPD) on 12 unconnected molecules or ions with the total composition C52H135N7O19 at a distorted geometry.

Geometry (Å):
H: 7.514 2.519 -0.771
C: -1.894 -1.797 -4.380
H: 3.209 -5.444 -2.952
H: 4.446 -4.453 -1.006
H: -2.160 -2.822 -4.541
H: 6.983 -4.516 1.643
O: -1.686 -0.502 5.217
H: -3.370 -0.206 2.840
H: 6.532 7.535 -1.221
H: 5.486 -0.748 3.620
H: 3.611 4.979 -0.619
O: -1.655 4.124 1.155
C: -1.497 4.484 6.101
H: 7.018 3.832 1.392
H: 8.203 7.343 -0.530
C: 1.193 -0.586 -2.851
H: 1.157 -1.114 -1.869
H: 0.674 4.236 7.166
C: -4.837 -5.610 -4.013
C: -4.535 1.577 2.976
H: -0.695 4.650 -3.663
H: -2.729 -1.222 -3.931
H: -0.008 -3.013 2.346
C: 6.476 3.864 0.447
H: -1.739 0.023 8.038
H: 5.414 3.959 0.699
H: 3.237 0.869 0.710
H: -2.309 -2.066 6.481
C: -2.123 -2.513 0.644
H: 2.832 3.778 3.035
H: 1.350 4.388 2.334
H: -4.590 -3.498 2.543
H: -3.329 -4.087 -3.876
C: 2.111 3.603 2.271
H: 2.041 1.485 2.594
H: -1.173 -0.742 2.621
H: -6.146 -2.414 -1.890
C: 2.379 -5.821 -2.371
H: 1.955 5.430 -0.933
H: -2.457 3.916 3.036
H: 4.585 -1.470 -3.455
C: -3.517 5.347 1.762
C: 5.477 -1.102 -2.871
C: -3.091 2.136 -1.672
H: -7.435 3.101 -0.330
H: -2.372 1.362 -1.404
C: 6.746 -3.565 1.157
H: -4.105 5.869 2.563
H: -4.678 -6.516 -3.409
H: 2.658 0.918 -2.752
H: -0.248 2.358 -7.510
H: -1.828 2.053 -8.077
H: 5.981 0.128 -0.763
H: -7.088 0.763 -0.612
H: -4.525 1.756 4.072
H: 0.003 0.304 6.660
H: -1.155 3.878 5.254
C: -2.284 -5.867 -4.202
N: 5.883 -2.754 3.288
H: -1.673 3.693 -1.527
H: -3.845 -9.025 -6.738
H: -3.577 2.377 -0.726
C: 6.830 5.172 -0.299
O: 0.439 2.004 1.448
C: 6.667 -2.427 2.190
O: 1.217 -3.966 -3.385
H: 4.986 -3.132 3.084
C: -2.247 -1.786 5.434
H: -0.748 -1.153 -0.256
C: -4.411 0.272 -2.137
H: -0.603 0.292 -3.333
H: -2.459 2.441 -4.089
H: -6.506 -5.252 -2.816
H: -2.254 4.939 -4.356
O: -7.964 1.077 -0.326
C: 4.657 -1.839 5.250
C: -5.780 -3.277 -1.312
C: -2.250 4.673 2.273
C: 1.481 -4.640 -2.165
H: -3.929 -4.288 1.057
H: 3.045 -0.376 -0.512
H: 0.307 -0.334 -4.699
H: 5.878 -5.412 -0.282
C: -8.422 2.467 -2.275
H: -5.476 1.985 2.732
O: -1.407 3.860 7.366
C: -0.862 3.883 -5.577
H: -0.125 2.406 5.688
H: 1.575 -2.803 4.804
C: -8.196 2.406 -0.715
C: 1.329 3.181 -1.828
H: -3.326 0.251 5.992
H: -3.602 -0.366 -1.881
H: -3.785 2.173 2.468
C: 0.282 2.220 6.663
H: 2.559 3.561 1.306
H: -2.213 -9.343 -5.906
H: -1.057 3.758 -8.130
H: -2.219 1.735 7.718
H: 0.012 3.081 8.552
H: 0.483 -4.888 -1.704
H: 6.250 -1.557 1.657
H: 4.893 -2.844 5.732
H: -1.651 5.351 2.879
O: -0.729 -1.779 -3.583
H: -5.424 -5.981 -4.877
H: 2.054 -3.928 -1.573
C: 1.340 2.323 2.481
H: 6.408 -1.296 -3.467
H: -3.287 5.946 0.883
C: -4.390 0.139 2.653
H: 6.221 -4.094 -1.328
H: 1.518 1.483 -0.541
H: 3.049 5.441 -2.296
O: -4.712 -0.085 1.340
C: 0.451 -2.010 2.239
H: -6.128 -3.878 -3.822
H: -2.123 -0.518 0.510
H: -7.499 1.994 -2.593
N: -1.812 3.005 -3.551
N: 1.665 0.822 -2.676
H: -9.242 1.916 -2.672
C: 3.115 -0.168 0.551
H: 5.503 -1.627 -1.949
N: 6.670 2.607 -0.259
H: 4.062 -0.529 0.931
H: -1.714 -1.380 -5.345
H: 2.364 -2.568 6.367
C: -1.379 -1.271 0.603
H: 0.760 -1.683 3.257
O: -3.084 -7.609 -5.407
H: 6.104 5.228 -1.206
H: 0.834 2.373 3.398
C: 5.629 2.200 -1.204
H: 0.304 1.023 1.562
C: 7.147 7.472 -0.250
C: -5.666 -4.694 -3.212
H: 5.547 2.813 -2.124
H: -0.883 4.881 -6.126
H: 7.857 5.183 -0.822
H: -0.841 3.625 1.370
C: -1.213 2.794 -7.545
C: 1.110 1.657 -1.601
C: 5.494 -4.400 -0.615
C: -0.065 3.399 7.511
H: -2.667 -2.667 -0.353
N: -0.254 1.047 7.279
C: -2.289 0.541 5.969
H: 2.490 -2.557 1.611
C: 6.050 0.773 -1.617
H: -0.001 1.543 -1.531
H: -5.025 0.435 -1.256
H: 0.827 -3.094 -3.148
H: -6.692 -3.772 -0.860
H: -4.369 -0.998 1.205
H: -9.113 2.697 -0.233
H: -2.581 4.613 6.049
H: -1.117 -7.085 -5.524
H: 1.245 3.402 -2.898
C: -1.698 0.848 7.293
C: -2.380 3.356 -2.257
H: -3.125 4.183 -2.370
O: 2.007 -0.620 1.252
H: 4.680 2.249 -0.615
O: 3.330 -1.780 4.718
H: -4.224 4.590 1.414
H: 7.061 8.431 0.297
H: -5.011 -0.487 3.295
O: 2.578 3.560 -1.327
H: 3.029 -3.779 5.274
H: 1.811 -6.565 -2.936
C: 2.808 4.926 -1.330
N: -0.554 -0.984 1.785
H: -1.414 -5.269 -4.171
H: 0.582 3.667 -1.231
C: 2.511 -2.759 5.358
H: 7.090 0.765 -1.861
H: 6.653 -1.391 4.599
C: -3.689 -3.736 2.005
H: -8.406 3.510 -2.591
H: 1.361 2.102 6.582
H: 7.574 -3.389 0.530
N: -3.479 -5.012 -4.342
H: -2.534 -8.186 -7.343
H: -5.094 -2.931 -0.533
C: 5.697 -1.645 4.185
H: -3.277 -1.827 5.002
O: -3.987 1.545 -2.582
H: 2.033 -1.128 -3.350
O: 5.504 -3.582 0.511
H: -1.674 -2.480 4.859
C: -2.126 -6.647 -5.466
H: -1.563 -3.387 0.796
C: -1.436 4.202 -4.258
H: -2.358 -6.601 -3.352
O: -3.115 -2.488 1.645
H: 1.514 -2.381 0.244
H: 0.089 3.468 -5.397
O: 6.691 6.336 0.502
H: 2.711 -6.222 -1.422
H: -1.014 5.447 6.079
O: -1.693 2.980 -6.280
C: 1.675 -1.971 1.252
O: 5.321 0.308 -2.723
C: -2.874 -8.589 -6.412
H: -2.365 1.375 5.304
H: 7.631 -2.126 2.544
H: -2.980 -4.342 2.572
H: 4.740 -1.080 6.060
O: -5.015 -4.134 -2.052
C: -0.014 -0.557 -3.652
H: -5.089 -0.106 -2.900
H: -2.210 -6.044 -6.417

Kohn-Sham gap in eV: 8.8
Relative energy (zero: lowest compared OMol25 entry of this formula, charge and spin) in kJ/mol: 215.0
Structure (SMILES): COCCNCCOC.COCCNCCOC.COCCNCCOC.COCCNCCOC.COCCNCCOC.COCCNCCOC.COCCNCCOC.CCO.CCO.CCO.CCO.CCO
LUMO in eV: 0.49
E in Eh: -3874.5771

Atom charges from the Mulliken analysis, given in e for atoms 1 to 99: H 0.28; C -0.29; H 0.33; H -0.19; H -0.08; H 0.39; O 0.19; H -0.57; H 0.26; H 0.27; H 0.21; O -0.19; C -0.63; H 0.41; H 0.30; C 0.07; H -0.78; H 0.32; C -0.43; C -1.47; H 0.35; H 0.03; H 0.33; C -0.19; H 0.32; H -0.33; H 0.17; H 0.38; C -0.80; H 0.48; H 0.26; H 0.29; H -0.01; C -1.25; H 0.05; H -0.43; H 0.31; C -1.60; H 0.39; H -0.21; H 0.21; C -1.31; C -0.48; C 0.55; H 0.15; H -0.75; C -1.13; H 0.36; H 0.30; H 0.46; H 0.36; H 0.26; H -0.05; H 0.29; H 0.41; H 0.19; H 0.13; C -0.01; N -0.34; H 0.09; H 0.23; H 0.57; C -0.26; O 0.99; C -0.24; O -0.66; H 0.24; C -0.95; H -1.08; C -0.03; H 0.04; H 0.30; H 0.46; H 0.49; O -0.54; C -0.91; C -0.53; C 0.36; C 1.35; H 0.21; H 0.08; H 0.32; H 0.36; C -0.59; H 0.57; O -0.38; C -0.72; H -0.46; H 0.07; C -0.27; C -1.66; H 0.65; H 0.12; H 0.00; C 0.39; H -0.13; H 0.27; H 0.27; H 0.44